Entry 1:
44
Properties=species:S:1:pos:R:3:forces:R:3 method="wB97M-V/def2-TZVPD" energy_ev=-67062.286 multiplicity=1 charge=0
C 1.389322 -0.954519 -1.620941 0.38 0.12 0.12
C 0.969244 0.473086 -1.917575 -0.01 0.12 -0.20
C 1.738723 1.054341 -3.115302 -0.25 -0.05 0.33
C -0.568130 0.662810 -1.991860 0.06 0.33 0.45
C -1.052004 1.327607 -0.683525 0.00 -0.29 -0.26
C -1.329869 -0.616775 -2.273761 0.30 0.58 0.12
O -2.556833 -0.323863 -3.055980 -0.37 -0.65 0.30
N -3.619550 -0.097157 -2.245383 0.08 0.53 -0.25
C -4.219631 1.142945 -2.137902 -0.59 -0.33 0.58
C -5.252470 0.995513 -1.265087 0.83 0.43 -0.90
N -5.263709 -0.327627 -0.869706 -0.09 0.16 0.07
C -4.268053 -0.963382 -1.484791 -0.02 0.12 -0.03
F -3.984526 -2.210648 -1.364739 0.01 -0.10 0.04
H 2.464004 -0.946092 -1.473983 0.15 -0.18 0.08
H 1.178579 -1.651220 -2.430173 -0.08 -0.05 -0.14
H 0.963695 -1.310067 -0.686622 -0.10 -0.13 0.09
H 1.286511 1.056630 -1.057804 -0.01 0.06 0.18
H 2.643521 1.525637 -2.744084 0.25 -0.07 -0.09
H 2.018298 0.289779 -3.835284 -0.05 -0.04 -0.20
H 1.159661 1.833668 -3.604224 -0.02 0.07 -0.21
H -0.788256 1.363546 -2.795950 -0.04 -0.11 -0.33
H -0.449241 1.006553 0.163131 0.03 -0.07 0.06
H -0.960221 2.403307 -0.790809 -0.04 0.20 0.20
H -2.086461 1.076210 -0.443535 -0.18 0.16 0.00
H -0.794144 -1.320027 -2.892028 -0.03 -0.12 -0.20
H -1.618502 -1.074129 -1.332364 -0.05 -0.38 -0.01
H -3.854247 1.983602 -2.689862 0.11 0.12 -0.05
H -5.935740 1.755552 -0.947507 -0.27 -0.16 0.29
H -5.919598 -0.715912 -0.210589 0.10 -0.30 0.02
C 3.008969 -1.895922 5.566393 0.14 0.34 0.16
F 2.932427 -3.089952 6.152745 -0.04 -0.10 -0.04
F 2.296675 -1.027153 6.291845 0.00 -0.07 -0.03
F 4.285079 -1.501563 5.582794 -0.05 -0.05 -0.01
S 2.368494 -2.012089 3.847009 0.01 -0.32 0.23
O 0.992681 -2.399002 3.985656 -0.11 0.20 0.01
O 3.236902 -2.940569 3.184153 0.14 0.13 -0.07
N 2.598005 -0.484762 3.466426 -0.34 -0.34 -0.51
S 2.199239 -0.014454 2.021679 0.17 0.21 -0.02
O 0.783227 0.016710 1.735714 -0.11 -0.02 0.08
O 3.037858 -0.484895 0.953219 0.10 0.00 0.03
C 2.658110 1.753705 2.223473 0.15 0.11 0.38
F 3.954012 1.893770 2.499609 -0.05 0.00 -0.08
F 1.957922 2.332904 3.202566 -0.03 0.00 -0.09
F 2.400025 2.413903 1.084956 -0.06 -0.04 -0.10

Entry 2:
82
Properties=species:S:1:pos:R:3:forces:R:3 method="wB97M-V/def2-TZVPD" energy_ev=-116257.397 multiplicity=1 charge=0
Tl 1.708276 0.928679 -1.322192 0.03 0.01 0.15
C -1.699125 1.319785 5.628513 -0.06 0.04 -0.01
C -1.718665 0.901796 4.146205 -0.01 0.02 0.04
C -2.993973 0.083109 3.894501 -0.06 0.05 0.01
C -1.850938 2.171911 3.289082 -0.09 0.02 0.01
Si -0.156013 -0.115126 3.714016 0.05 0.03 -0.08
Br -0.106292 -0.146755 1.435005 -0.15 -0.09 -0.12
C 1.488241 0.732321 4.201244 0.04 -0.04 0.08
C 1.794593 0.504327 5.693246 0.06 0.07 0.00
C 2.679894 0.215873 3.375539 0.04 0.06 0.04
C 1.422366 2.246356 3.955172 0.06 0.04 -0.02
C -0.267205 -1.958478 4.218328 -0.04 -0.02 0.06
C 1.083116 -2.664726 4.029917 -0.01 -0.09 0.00
C -1.279484 -2.742463 3.365686 0.02 -0.06 0.00
C -0.678030 -2.092078 5.697192 0.03 -0.07 -0.01
H -2.639262 1.832656 5.861785 0.04 -0.02 0.00
H -0.889130 2.013986 5.853787 0.00 0.01 -0.02
H -1.613102 0.472798 6.310947 0.00 -0.02 -0.02
H -3.860608 0.730795 4.070060 0.02 -0.04 -0.01
H -3.088748 -0.770687 4.563825 0.01 0.00 0.02
H -3.053990 -0.276258 2.864679 0.01 0.02 0.01
H -2.767452 2.691941 3.592194 0.04 -0.01 -0.03
H -1.939072 1.936694 2.228029 0.00 -0.01 0.02
H -1.025554 2.867759 3.411921 0.02 0.00 0.01
H 1.984269 -0.542952 5.926645 0.01 -0.03 -0.02
H 0.996416 0.854667 6.350785 0.00 0.01 -0.03
H 2.700697 1.063202 5.954325 -0.04 -0.03 0.01
H 2.870734 -0.846415 3.505876 -0.02 -0.01 0.01
H 3.578505 0.753564 3.700341 -0.03 -0.03 -0.02
H 2.547970 0.407678 2.310497 0.01 0.02 0.00
H 0.704654 2.751390 4.600652 0.00 -0.02 0.02
H 1.180928 2.481890 2.916076 0.01 -0.02 0.01
H 2.408847 2.673033 4.169184 -0.04 0.01 -0.02
H 1.450491 -2.577830 3.005071 -0.02 0.00 0.01
H 0.946356 -3.731440 4.241955 0.03 0.04 -0.01
H 1.854751 -2.297537 4.704724 0.00 0.02 0.02
H -0.989837 -2.765964 2.314510 0.01 0.01 0.03
H -2.292869 -2.354786 3.424472 0.00 0.01 0.01
H -1.300886 -3.776359 3.730025 -0.01 0.04 -0.04
H -0.002927 -1.570014 6.377915 0.01 0.01 -0.03
H -0.661472 -3.153101 5.971444 0.00 0.04 0.00
H -1.688172 -1.728109 5.883463 -0.02 0.00 -0.02
C -0.512475 -2.563184 -3.418496 -0.02 -0.03 -0.03
C -1.087943 -1.168447 -3.707969 -0.06 -0.05 0.29
C -1.818655 -1.218832 -5.054097 -0.09 -0.09 0.02
C -2.125943 -0.913611 -2.596006 -0.01 -0.02 -0.02
Si 0.304684 0.166636 -3.585127 0.15 0.20 -0.18
C 1.888221 -0.396684 -4.582708 0.06 -0.18 -0.04
C 1.619347 -1.005501 -5.966238 0.06 0.01 -0.04
C 2.860326 0.776088 -4.775459 0.09 0.07 -0.02
C 2.664902 -1.446399 -3.764802 0.00 -0.02 -0.01
C -0.323515 1.867419 -4.312555 -0.09 0.06 -0.01
C -0.310533 1.973212 -5.843484 -0.09 0.06 -0.03
C 0.529684 3.015688 -3.746954 0.01 0.06 -0.06
C -1.756244 2.156963 -3.838764 -0.02 0.04 0.04
H -1.339052 -3.276344 -3.312066 0.03 0.01 -0.01
H 0.061498 -2.586915 -2.487498 -0.02 0.02 0.00
H 0.127903 -2.931335 -4.219616 0.02 0.02 -0.03
H -2.570325 -2.018743 -5.023086 0.02 0.02 -0.04
H -1.152067 -1.428814 -5.890219 0.05 -0.01 0.00
H -2.347169 -0.292672 -5.278152 0.01 0.01 0.02
H -2.844835 -1.742194 -2.573219 0.01 0.02 -0.01
H -2.693712 0.003647 -2.740954 0.02 -0.01 -0.02
H -1.653414 -0.858008 -1.611078 0.01 -0.03 -0.02
H 1.096852 -0.317741 -6.631993 -0.01 0.03 0.02
H 1.030830 -1.921660 -5.910122 0.00 0.00 0.04
H 2.572736 -1.265699 -6.445522 -0.03 0.01 0.00
H 2.475502 1.545463 -5.443335 0.00 -0.03 0.01
H 3.792625 0.399109 -5.214977 -0.03 0.02 0.00
H 3.141877 1.271910 -3.839047 -0.04 -0.06 0.03
H 2.123973 -2.382267 -3.646514 -0.05 -0.02 -0.02
H 2.918775 -1.099654 -2.757050 0.03 0.05 0.00
H 3.614809 -1.675269 -4.264124 -0.04 0.00 0.01
H 0.690232 1.888824 -6.264184 0.01 0.01 0.01
H -0.705953 2.951955 -6.147681 0.01 -0.03 0.00
H -0.930989 1.211410 -6.318743 -0.01 -0.02 0.04
H 1.574407 2.975357 -4.055846 0.00 -0.03 0.04
H 0.494921 3.048873 -2.652922 -0.02 -0.01 0.03
H 0.128729 3.979070 -4.087229 0.03 -0.03 -0.04
H -2.494872 1.499859 -4.296913 0.03 0.00 0.00
H -2.026485 3.185436 -4.109504 0.00 -0.03 0.00
H -1.856963 2.067954 -2.752407 0.03 0.02 -0.03

Entry 3:
15
Properties=species:S:1:pos:R:3:forces:R:3 method="wB97M-V/def2-TZVPD" energy_ev=-8736.220 multiplicity=1 smiles="[H]/N=C/N.NCO" charge=0
N 1.040805 0.976035 0.239948 2.42 -1.19 -1.03
C 2.091968 0.319656 -0.290334 -3.55 4.81 3.97
N 1.903220 -0.962350 -0.536891 2.10 -0.91 -1.47
H -0.272748 0.352198 -0.872156 -1.49 -0.17 0.54
H 1.307811 1.866284 0.666854 0.02 -0.09 -0.79
H 2.990606 0.939739 -0.290971 0.65 -1.26 -0.44
H 0.969102 -1.121927 -0.899413 0.10 -0.81 -0.04
H 2.756791 -1.347339 -0.949160 -1.16 -0.62 -0.31
N -1.841130 0.254577 1.156374 1.63 1.69 4.00
C -1.841106 -0.502234 0.008828 -3.88 -0.87 -1.22
O -1.129381 -0.112055 -1.101243 1.98 1.10 -1.75
H -0.972131 0.249048 1.782720 -1.82 0.08 -1.70
H -2.366668 1.153725 1.262938 0.84 -1.56 -0.74
H -2.971506 -0.495407 -0.300518 1.78 -0.03 0.04
H -1.665632 -1.569951 0.123025 0.37 -0.17 0.95

Entry 4:
20
Properties=species:S:1:pos:R:3:forces:R:3 method="wB97M-V/def2-TZVPD" energy_ev=-9391.742 multiplicity=1 charge=0
C -0.070019 -0.225753 -1.090234 -0.05 -1.53 4.21
C -0.499126 -0.073977 -2.305430 -1.74 0.96 -0.72
C -1.123975 -0.628723 0.917895 2.30 2.86 -2.90
C 1.285582 -0.597690 -0.490409 -3.92 -1.56 0.72
C -2.183357 0.386516 1.123864 -0.88 0.74 1.60
C 2.151670 0.537758 -0.419952 4.27 1.95 -0.99
N 0.038458 -0.796052 1.655539 0.38 1.08 -0.07
N 1.043055 -1.401512 0.845409 0.93 2.32 0.34
H 0.160068 0.088254 -3.120368 0.87 -0.22 -0.89
H -1.559977 0.119256 -2.608146 0.82 -0.27 0.66
H -1.407536 -1.505111 0.452478 -0.94 -1.84 -0.43
H 1.661853 -1.418196 -0.990142 1.19 -1.41 -1.79
H -1.992242 1.522283 1.135417 0.41 -1.94 0.13
H -2.600495 0.056517 2.115522 -0.15 0.86 -0.54
H -2.991234 0.250726 0.401286 0.23 -0.18 0.00
H 3.268481 0.379184 -0.216375 -1.35 -0.69 -0.33
H 1.950522 1.155356 0.420395 -0.87 1.20 0.35
H 2.191482 1.073614 -1.436549 -0.49 -0.36 1.72
H 0.457077 0.046157 2.093323 -0.77 -0.72 -0.42
H 0.629044 -2.259543 0.594172 -0.24 -1.25 -0.62

HOMO? In order: -0.31065 -0.23224 -0.32100 -0.27560 Eh.
Gap between HOMO and LUMO? In order: 7.441 6.490 9.481 8.488 eV.
Lowest unoccupied orbital energy? In order: -1.0 0.2 0.7 1.0 eV.